This record from the Open Molecules 2025 dataset describes a molecular structure, CH4CsO. The level of theory is ωB97M-V/def2-TZVPD.

```
7
Properties=species:S:1:pos:R:3:forces:R:3
Cs 2.486 -0.985 -1.321 1.076 -0.663 -0.609
C -0.633 -0.170 0.338 -0.011 1.895 -2.392
O 0.550 0.670 0.040 -1.227 -2.466 1.123
H -0.592 -1.079 -0.262 0.871 -0.677 0.369
H -0.631 -0.365 1.411 0.113 -0.131 0.742
H -1.494 0.341 -0.094 -0.276 0.414 0.903
H 0.315 1.588 -0.113 -0.546 1.628 -0.134
```
Forces are in eV/Å.

Values from the calculation:
2S+1 = 2
HOMO-LUMO gap (spin up / spin down) = 16.2 / 8.7 eV
Expectation value of S² = 0.754
Charge = +2
Highest occupied orbital energy (spin up / spin down) = -24.59 / -24.39 eV
LUMO (spin up / spin down) = -0.3099 / -0.5753 hartree
Electronic energy = -135.09839 Eh

The Löwdin scheme yields these atomic charges, measured in e:
1 Cs 1.179
2 C 0.104
3 O 0.089
4 H 0.128
5 H 0.182
6 H 0.142
7 H 0.177

---

This record from the Open Molecules 2025 dataset describes CH4F2N2 in the gas phase. The level of theory is ωB97M-V/def2-TZVPD.

```
9
Properties=species:S:1:pos:R:3:forces:R:3
C -0.411 0.664 0.211 -2.830 -3.023 1.467
N 0.924 0.720 -0.097 -0.215 -0.512 -1.137
N -0.993 -0.697 0.020 0.898 1.364 -1.523
F -1.178 1.595 -0.444 0.265 -0.414 0.297
F -0.646 0.874 1.583 0.918 1.139 -0.687
H 1.136 0.594 -1.110 0.224 0.615 1.759
H 1.463 1.150 0.625 0.732 0.325 -0.465
H -0.276 -1.383 0.124 0.643 -0.142 -0.088
H -1.713 -0.973 0.655 -0.634 0.649 0.376
```
Forces are in eV/Å.

Values from the calculation:
2S+1 = 1
HOMO-LUMO gap = 11.0 eV
Highest occupied orbital energy = -10.01 eV
LUMO = 0.0361 hartree
Electronic energy = -349.75290 Eh

Atomic partial charges in e from the Löwdin method, atoms 1 to 8:
1 C -0.675
2 N 0.135
3 N 0.109
4 F 0.059
5 F 0.017
6 H 0.135
7 H 0.096
8 H 0.059

---

This record from the Open Molecules 2025 dataset describes 2 unconnected molecules or ions with the total composition CH4F2NP. The level of theory is ωB97M-V/def2-TZVPD.

```
9
Properties=species:S:1:pos:R:3:forces:R:3
C -0.534 0.717 0.295 -0.673 4.031 7.530
N -0.499 0.136 -0.773 -1.693 -1.122 -6.958
F 2.613 -0.691 -0.932 0.594 -0.435 0.660
F 3.072 0.837 0.811 0.360 -1.686 0.260
P 3.551 -0.679 0.388 -1.554 0.700 -0.218
H 0.042 0.418 1.099 1.544 -0.613 1.728
H 2.661 -1.611 1.219 0.604 1.425 -0.705
H -0.948 1.741 0.569 0.059 -1.117 -1.032
H -0.921 0.631 -1.551 0.759 -1.182 -1.265
```
Forces are in eV/Å.

Values from the calculation:
2S+1 = 3
HOMO-LUMO gap (spin up / spin down) = 5.9 / 8.1 eV
Expectation value of S² = 2.006
Highest occupied orbital energy (spin up / spin down) = -5.32 / -10.40 eV
LUMO (spin up / spin down) = 0.0200 / -0.0858 hartree
Electronic energy = -636.16689 Eh

Atomic partial charges in e from the Löwdin method, atoms 1 to 8:
1 C -0.270
2 N 0.081
3 F -0.381
4 F -0.380
5 P 0.813
6 H 0.010
7 H -0.058
8 H 0.094

---

Max |F|, respectively: 3.05, 4.39, 8.57 eV Å⁻¹.
Energy above the lowest of the compared OMol25 structures with the same formula, charge and spin, respectively: 63.48, 38.78, 204.13 kJ/mol.
Molecular weight, respectively: 164.9, 82.1, 99.0 Da.